Model a:
Here is one molecule with the formula C2H2IN3 from OMol25. Energies are from ωB97M-V/def2-TZVPD.

Last column: Löwdin charge in e.
Element x y z (Å)
I  -3.34  -0.08  0.03  0.891
N  -0.46  -1.10  -0.01  -0.065
N  0.79  -0.64  -0.08  -0.047
N  -0.07  1.49  -0.01  0.118
C  0.92  0.76  -0.02  -0.367
C  -1.34  -0.23  0.02  -0.769
H  1.95  1.09  0.00  0.108
H  1.54  -1.30  0.07  0.131

Values from the calculation:
E_LUMO, eV: -0.07
Spin multiplicity: 1
Net charge: 0
Gap between HOMO and LUMO, eV: 9.1103

---

Model b:
Here is one molecule with the formula C2H2IN3 from OMol25. Energies are from ωB97M-V/def2-TZVPD.

Last column: Löwdin charge in e.
Element x y z (Å)
I  2.48  0.02  0.16  0.863
N  -0.45  -1.65  0.07  -0.196
N  -0.52  -0.51  -0.59  -0.045
N  -0.46  -2.78  0.47  0.188
C  1.07  1.40  -0.03  -0.593
C  -0.38  0.82  -0.12  -0.454
H  -0.94  1.58  -0.81  0.135
H  -0.80  1.13  0.85  0.101

Values from the calculation:
E_LUMO, eV: -0.97
Spin multiplicity: 1
Net charge: 0
Gap between HOMO and LUMO, eV: 7.6701

---

Model c:
Here is one molecule with the formula C2H2IN3 from OMol25. Energies are from ωB97M-V/def2-TZVPD.

Last column: Löwdin charge in e.
Element x y z (Å)
I  0.13  -0.48  2.54  0.784
N  0.74  0.90  -0.28  0.035
N  1.20  -1.11  -1.32  0.301
N  0.72  -1.39  -0.28  -0.037
C  -0.64  0.69  -0.28  -0.263
C  0.26  -0.30  0.42  -1.018
H  -1.26  1.26  0.41  0.090
H  -1.14  0.44  -1.21  0.109

Values from the calculation:
E_LUMO (spin up / spin down), eV: -2.13 / -2.13
Spin multiplicity: 1
Net charge: 0
Gap between HOMO and LUMO (spin up / spin down), eV: 6.4786 / 6.4857

---

Model d:
Here is C2H2IN3 as an isolated structure from OMol25. Energies are from ωB97M-V/def2-TZVPD.

Last column: Löwdin charge in e.
Element x y z (Å)
I  -3.11  0.26  0.04  0.833
N  -0.42  -1.16  -0.03  0.004
N  0.30  1.14  -0.12  0.012
N  1.28  0.30  -0.04  -0.053
C  0.90  -0.94  -0.06  -0.252
C  -1.07  -0.10  0.13  -0.735
H  0.54  2.15  0.09  0.132
H  1.58  -1.66  -0.02  0.059

Values from the calculation:
E_LUMO, eV: -0.20
Spin multiplicity: 1
Net charge: 0
Gap between HOMO and LUMO, eV: 8.6137

---

Which is most stable? The ranking, best first, is model d, model a, model c, model b.

---

Model a:
Here is C17H15N3O2 as an isolated structure from OMol25. Energies are from ωB97M-V/def2-TZVPD.

Last column: Löwdin charge in e.
Element x y z (Å)
O  -0.93  0.56  -0.54  -0.042
O  1.84  3.00  -2.40  -0.071
N  -0.97  1.76  -2.35  0.040
N  -1.48  -0.68  -4.82  0.150
N  -1.30  -1.47  -1.43  0.153
C  -1.80  0.89  -1.61  -0.329
C  0.66  -1.63  3.10  -0.238
C  1.25  -2.78  2.86  -0.016
C  0.36  0.23  4.66  -0.081
C  -0.81  -0.85  -0.41  -0.199
C  -0.09  -1.01  2.13  -0.079
C  1.13  -3.35  1.57  -0.021
C  -2.16  -0.46  -2.23  -0.185
C  -0.49  0.88  3.75  -0.059
C  -0.22  -1.60  0.78  -0.064
C  1.12  2.58  -3.55  -0.158
C  0.46  -2.70  0.57  -0.067
C  0.96  -0.98  4.33  0.000
C  -1.76  -0.59  -3.69  -0.164
C  0.42  1.52  -2.81  -0.276
C  -0.58  0.31  2.44  0.008
C  1.36  1.88  -1.68  -0.172
H  0.59  0.49  -3.23  0.154
H  1.71  -1.38  5.00  0.117
H  -1.19  0.82  1.70  0.095
H  0.39  3.33  -3.96  0.143
H  2.10  -3.13  3.36  0.108
H  0.90  2.23  -0.73  0.125
H  -2.77  1.27  -1.18  0.175
H  0.50  0.79  5.53  0.080
H  -0.92  1.89  3.89  0.114
H  -3.27  -0.62  -2.10  0.159
H  2.03  0.97  -1.53  0.142
H  -0.99  2.70  -1.89  0.150
H  1.85  -4.02  1.22  0.086
H  0.46  -3.11  -0.42  0.121
H  1.67  2.26  -4.37  0.102

Values from the calculation:
E_LUMO, eV: -0.39
Spin multiplicity: 1
Net charge: 0
Gap between HOMO and LUMO, eV: 8.0349

---

Model b:
Here is one molecule with the formula C17H15N3O2 from OMol25. Energies are from ωB97M-V/def2-TZVPD.

Last column: Löwdin charge in e.
Element x y z (Å)
O  -0.02  0.61  1.82  -0.098
O  4.64  -0.65  0.67  0.070
N  0.28  2.66  -0.18  0.085
N  2.84  -1.40  -1.16  0.109
N  -0.92  2.37  -0.21  0.084
C  -4.56  -0.65  -1.34  -0.053
C  -2.65  0.84  -0.69  0.011
C  0.87  -1.04  -2.44  -0.036
C  3.60  0.17  0.42  -0.259
C  -1.49  1.13  0.05  -0.218
C  1.34  1.80  -0.05  -0.246
C  1.98  -1.80  -2.06  -0.130
C  2.62  -0.23  -0.53  -0.158
C  -2.91  -1.22  0.47  -0.037
C  0.40  -0.22  2.88  -0.067
C  2.36  2.19  0.81  -0.010
C  -1.81  -0.93  1.25  -0.008
C  0.64  0.16  -1.83  0.005
C  -1.09  0.24  1.06  -0.209
C  3.46  1.38  1.06  -0.001
C  1.50  0.59  -0.79  -0.084
C  -3.35  -0.33  -0.51  -0.283
H  -0.39  -0.35  3.62  0.098
H  -2.95  1.56  -1.44  0.120
H  -5.40  -0.92  -0.71  0.080
H  0.72  -1.20  2.51  0.101
H  4.53  -1.42  0.07  0.098
H  -3.45  -2.14  0.63  0.115
H  -4.35  -1.50  -1.99  0.081
H  0.22  -1.39  -3.23  0.104
H  2.19  -2.75  -2.52  0.108
H  4.22  1.69  1.77  0.119
H  -0.19  0.79  -2.14  0.113
H  -4.84  0.20  -1.96  0.074
H  2.24  3.12  1.35  0.119
H  1.24  0.29  3.33  0.096
H  -1.51  -1.64  2.01  0.105

Values from the calculation:
E_LUMO, eV: -0.28
Spin multiplicity: 1
Net charge: 0
SMILES: COc1ccc(C)cc1/N=N\c1ccc(O)c2ncccc12
Gap between HOMO and LUMO, eV: 7.3277

---

Which is most stable? The ranking, best first, is model b, model a.

---

Model a:
Here is C5H8NO2 as an isolated structure from OMol25. Energies are from ωB97M-V/def2-TZVPD.

Last column: Löwdin charge in e.
Element x y z (Å)
O  -3.83  -3.84  1.32  -0.151
O  -3.62  -2.33  -0.41  -0.200
N  2.63  0.43  0.28  -0.009
C  0.52  0.64  -0.89  -0.023
C  1.73  1.28  -0.24  -0.579
C  0.06  -0.63  -0.27  0.110
C  -3.56  -2.74  0.81  -0.699
C  1.80  2.69  -0.25  -0.003
H  2.71  3.19  0.24  0.058
H  1.03  -0.47  -0.89  0.106
H  -0.73  -1.16  -0.68  0.070
H  -3.20  -1.95  1.54  0.072
H  1.03  3.34  -0.74  0.032
H  -0.17  1.34  -1.31  0.124
H  3.34  0.98  0.73  -0.012
H  0.24  -0.76  0.76  0.106

Values from the calculation:
E_LUMO, eV: 0.71
Spin multiplicity: 1
Net charge: -1
Gap between HOMO and LUMO, eV: 4.9157

---

Model b:
Here is an isolated ion of composition C5H8NO2 and charge -1 from OMol25. Energies are from ωB97M-V/def2-TZVPD.

Last column: Löwdin charge in e.
Element x y z (Å)
O  0.31  1.73  1.16  -0.093
O  -1.86  2.18  1.20  -0.048
N  1.31  -0.80  -1.53  -0.060
C  -1.24  -0.22  1.36  -0.118
C  -0.89  1.46  1.30  -0.755
C  -0.90  -0.56  -0.08  -0.222
C  1.89  0.23  -2.05  -0.117
C  0.62  -0.93  -0.13  -0.205
H  1.91  1.22  -1.42  0.091
H  -2.31  -0.29  1.57  0.080
H  -1.25  0.16  -0.84  0.117
H  1.19  -0.31  0.55  0.075
H  2.42  0.24  -3.03  0.043
H  0.75  -1.97  0.18  0.087
H  -1.32  -1.55  -0.34  0.083
H  -0.64  -0.58  2.09  0.041

Values from the calculation:
E_LUMO, eV: 4.01
Spin multiplicity: 1
Net charge: -1
SMILES: C=NCCCC(=O)[O-]
Gap between HOMO and LUMO, eV: 7.7000

---

Which is most stable? The ranking, best first, is model b, model a.

---

Model a:
Here is an isolated ion of composition H2O2PS and charge -1 from OMol25. Energies are from ωB97M-V/def2-TZVPD.

Last column: Löwdin charge in e.
Element x y z (Å)
S  -1.67  -1.16  -0.27  0.143
P  0.35  0.24  0.05  0.198
O  1.11  1.46  -0.03  -0.471
O  -1.13  0.52  -0.25  -0.832
H  0.64  -0.39  1.42  0.019
H  0.69  -0.66  -0.92  -0.059

Values from the calculation:
E_LUMO, eV: 3.98
Spin multiplicity: 1
Net charge: -1
SMILES: [O-][PH2]1OS1
Gap between HOMO and LUMO, eV: 7.2254

---

Model b:
Here is H2O2PS as an isolated structure from OMol25. Energies are from ωB97M-V/def2-TZVPD.

Last column: Löwdin charge in e.
Element x y z (Å)
S  1.03  1.17  1.44  0.413
P  -0.21  -0.54  -1.23  0.537
O  0.28  0.87  -1.07  -0.763
O  0.44  -0.26  1.36  -0.857
H  0.16  -0.60  0.38  -0.184
H  -1.70  -0.64  -0.88  -0.146

Values from the calculation:
E_LUMO (spin up / spin down), eV: 3.79 / 3.57
Spin multiplicity: 1
Net charge: -1
Gap between HOMO and LUMO (spin up / spin down), eV: 6.6076 / 6.2105

---

Which is most stable? The ranking, best first, is model a, model b.